No. 1
The following is a DFT calculation (ωB97M-V/def2-TZVPD) of a molecular structure, C19H15N3.

Positions of all 37 atoms, in Å:
C: -2.49 -0.61 1.44
C: -1.63 -0.82 2.55
C: -1.54 -2.13 3.08
C: -0.79 -2.40 4.19
C: -0.11 -1.38 4.84
C: -0.14 -0.10 4.33
C: -0.86 0.18 3.19
C: -2.89 0.54 0.72
C: -3.74 0.37 -0.39
C: -4.17 1.44 -1.14
C: -3.76 2.72 -0.83
C: -2.94 2.93 0.27
C: -2.53 1.87 1.04
H: -2.93 -1.52 1.07
H: -2.06 -2.92 2.57
H: -0.74 -3.41 4.57
H: 0.46 -1.60 5.73
H: 0.40 0.69 4.83
H: -0.77 1.16 2.76
H: -4.05 -0.63 -0.66
H: -4.84 1.28 -1.97
H: -4.09 3.56 -1.42
H: -2.63 3.93 0.52
H: -1.97 2.08 1.93
C: 0.43 -2.22 -3.71
C: -0.21 -1.87 -2.54
C: 0.53 -1.23 -1.54
C: 1.94 -0.95 -1.76
C: 2.55 -1.32 -2.96
C: 1.78 -1.95 -3.92
N: 2.46 -0.31 -0.63
N: 1.34 -0.34 -0.01
N: 0.16 -0.78 -0.28
H: -0.13 -2.72 -4.48
H: -1.25 -2.08 -2.38
H: 3.59 -1.10 -3.12
H: 2.24 -2.24 -4.85

Computed properties:
orbital gap = 3.7 eV
relative energy (zero: lowest compared OMol25 entry of this formula, charge and spin) = 2.4342 eV
HOMO level = -6.633 eV
DFT total energy = -24411.22630 eV

Mulliken population analysis, charges in e, atoms 1 to 4:
1 C -0.66
2 C 1.25
3 C -0.49
4 C -0.72



No. 2
The following is a DFT calculation (ωB97M-V/def2-TZVPD) of C19H15N5O in the gas phase.

Positions of all 40 atoms, in Å:
C: -0.41 0.35 -3.65
C: -0.34 -0.75 -2.64
C: 0.82 -1.50 -2.48
C: 0.89 -2.51 -1.54
C: -0.20 -2.80 -0.74
C: -1.36 -2.06 -0.88
C: -1.43 -1.03 -1.81
C: -2.71 -0.27 -1.94
O: -3.40 -0.29 -2.93
N: -3.13 0.42 -0.83
C: -2.49 0.66 0.38
C: -1.11 0.69 0.50
C: -0.50 0.89 1.74
C: -1.29 1.14 2.86
C: -2.67 1.17 2.73
C: -3.27 0.92 1.51
H: -4.35 0.93 1.43
H: -3.28 1.38 3.60
H: -0.84 1.33 3.82
C: 0.97 0.82 1.80
N: 1.59 0.96 0.66
N: 2.90 0.86 0.67
C: 3.80 0.95 -0.34
N: 5.01 0.78 0.12
N: 4.95 0.57 1.43
C: 3.69 0.61 1.79
C: 3.02 0.45 3.02
C: 1.67 0.55 3.01
H: 1.11 0.41 3.92
H: 3.60 0.24 3.91
H: 3.54 1.14 -1.36
H: -0.47 0.55 -0.35
H: -4.07 0.77 -0.91
H: -2.22 -2.27 -0.26
H: -0.15 -3.59 -0.01
H: 1.81 -3.08 -1.43
H: 1.67 -1.29 -3.11
H: 0.43 0.31 -4.33
H: -0.41 1.32 -3.14
H: -1.34 0.28 -4.22

Computed properties:
orbital gap = 8.5 eV
HOMO level = -8.933 eV
DFT total energy = -29443.99937 eV

Mulliken population analysis, charges in e, atoms 1 to 4:
1 C -1.64
2 C 1.40
3 C -0.84
4 C -0.66



No. 3
The following is a DFT calculation (ωB97M-V/def2-TZVPD) of 4 unconnected molecules or ions with the total composition C19H16Br3N3O6.

Positions of all 47 atoms, in Å:
C: 0.60 0.48 -0.15
Br: -1.35 0.75 -0.60
Br: 1.45 -1.07 -1.12
Br: 0.70 0.07 1.86
H: 1.24 1.35 -0.29
C: -3.34 -2.62 2.52
C: -2.51 -1.66 2.88
C: -2.49 -1.23 4.26
C: -3.44 -1.70 5.13
C: -4.43 -2.60 4.65
C: -4.34 -3.12 3.41
N: -3.63 -1.14 6.44
O: -4.59 -1.51 7.13
O: -2.83 -0.35 6.74
H: -3.41 -3.15 1.59
H: -1.75 -1.25 2.23
H: -1.69 -0.54 4.48
H: -5.21 -2.91 5.32
H: -4.94 -3.95 3.08
C: 4.66 7.48 1.84
C: 5.57 6.41 1.98
C: 5.19 5.13 1.49
C: 3.88 4.91 1.01
C: 2.94 5.97 0.79
C: 3.35 7.29 1.26
N: 3.45 3.49 0.64
O: 4.29 2.58 0.52
O: 2.34 3.31 0.33
H: 5.10 8.36 2.29
H: 6.56 6.50 2.41
H: 5.83 4.28 1.66
H: 1.93 5.78 0.46
H: 2.75 8.17 1.39
C: 0.27 -2.81 -4.42
C: -1.08 -2.85 -4.20
C: -1.88 -3.65 -4.97
C: -1.36 -4.35 -6.02
C: 0.04 -4.22 -6.25
C: 0.80 -3.37 -5.56
N: -2.24 -5.14 -6.94
O: -1.83 -5.25 -8.08
O: -3.41 -5.44 -6.59
H: 0.87 -2.31 -3.67
H: -1.56 -2.30 -3.40
H: -2.93 -3.73 -4.73
H: 0.56 -4.65 -7.10
H: 1.87 -3.41 -5.71

Computed properties:
orbital gap = 9.1 eV
relative energy (zero: lowest compared OMol25 entry of this formula, charge and spin) = 2.5576 eV
HOMO level = -9.980 eV
DFT total energy = -246834.26286 eV

Mulliken population analysis, charges in e, atoms 1 to 4:
1 C -0.20
2 Br -0.04
3 Br 0.03
4 Br -0.03



No. 4
The following is a DFT calculation (ωB97M-V/def2-TZVPD) of a molecular structure, C19H16Cl2CuO3PS.

Positions of all 43 atoms, in Å:
Cu: -0.98 -0.57 -2.36
Cl: -1.56 2.31 -2.80
C: -2.27 1.72 -4.32
Cl: -2.31 -0.06 -4.37
H: -1.66 2.06 -5.14
H: -3.29 2.08 -4.39
O: 0.55 -4.00 -2.80
S: 0.16 -2.72 -2.28
O: 0.65 -1.57 -3.08
O: -1.30 -2.59 -2.03
C: 0.93 -2.57 -0.67
C: 1.77 -3.62 -0.29
C: 2.39 -3.61 0.95
C: 2.18 -2.55 1.82
C: 1.36 -1.50 1.44
C: 0.72 -1.49 0.20
P: -0.30 -0.02 -0.25
C: -1.44 0.16 1.16
C: -1.89 -0.94 1.88
C: -2.86 -0.80 2.86
C: -3.40 0.45 3.13
C: -2.98 1.56 2.40
C: -2.01 1.41 1.41
C: 0.92 1.32 -0.06
C: 1.17 1.99 1.13
C: 2.15 2.98 1.18
C: 2.88 3.29 0.04
C: 2.63 2.62 -1.15
C: 1.65 1.64 -1.20
H: 1.91 -4.44 -0.98
H: 3.04 -4.42 1.23
H: 2.66 -2.53 2.79
H: 1.21 -0.67 2.12
H: -1.48 -1.92 1.67
H: -3.20 -1.66 3.41
H: -4.15 0.57 3.90
H: -3.41 2.53 2.59
H: -1.70 2.28 0.84
H: 0.61 1.75 2.02
H: 2.34 3.50 2.11
H: 3.64 4.07 0.08
H: 3.20 2.87 -2.04
H: 1.46 1.11 -2.13

Computed properties:
orbital gap = 8.5 eV
HOMO level = -8.234 eV
DFT total energy = -115914.38210 eV

Mulliken population analysis, charges in e, atoms 1 to 4:
1 Cu -0.49
2 Cl -0.04
3 C -0.36
4 Cl -0.13